Molecular formula: C5H8N2
Method: DFT, ωB97M-V/def2-TZVPD

Each line ends with the Löwdin charge.
Atoms and positions in Å:
N (-0.680, 0.724, -0.033)  -0.13
N (1.493, -2.152, -0.096)  0.07
C (-0.312, 0.653, 1.348)  -0.08
C (0.782, -0.983, 0.228)  -0.36
C (-1.429, 1.583, -0.998)  -0.03
C (0.603, -0.370, 1.488)  -0.07
C (0.022, -0.283, -0.658)  -0.10
H (-1.139, 1.270, -2.016)  0.08
H (-0.813, 1.013, 2.251)  0.10
H (-0.045, -0.433, -1.725)  0.11
H (2.101, -2.445, 0.654)  0.07
H (-2.518, 1.459, -0.967)  0.08
H (1.092, -0.659, 2.417)  0.10
H (2.032, -2.026, -0.942)  0.08
H (-1.191, 2.650, -0.954)  0.08

Output
* F_max: 0.0252 Eh/bohr
* LUMO level: 1.04 eV
* ΔE to the lowest compared entry with this formula, charge and spin: 116.9 kJ/mol
* E: -8293.7849 eV
* HOMO level: -7.379 eV
* gap between HOMO and LUMO: 8.418 eV